(1)
Molecular formula: C23H33FeN4O6PS2
Method: DFT, wB97M-V/def2-TZVPD

The spin multiplicity is 2. Its expectation value of S² is 0.770. The molecular weight comes out at 612.49 g/mol. Its total charge is -1. The calculation puts the total energy at -3968.34149 hartree.

Atoms and positions in Å:
Fe1 -1.582 -0.400 0.166
O1 -2.176 -0.252 -1.618
C1 -3.177 -0.867 -2.161
C2 -3.443 -0.629 -3.531
C3 -4.517 -1.198 -4.164
C4 -5.398 -2.051 -3.481
C5 -5.149 -2.317 -2.158
C6 -4.056 -1.751 -1.479
C7 -3.847 -2.156 -0.115
N1 -2.888 -1.788 0.640
C8 -2.766 -2.323 2.002
C9 -1.396 -1.883 2.527
N2 -1.326 -0.502 2.102
C10 -1.286 0.469 2.929
C11 -1.732 1.790 2.588
C12 -1.441 2.876 3.422
C13 -2.006 4.110 3.205
C14 -2.927 4.250 2.157
C15 -3.245 3.195 1.336
C16 -2.623 1.934 1.490
O2 -2.908 0.974 0.657
H1 -2.755 0.016 -4.062
H2 -4.683 -0.989 -5.214
H3 -6.242 -2.496 -3.988
H4 -5.801 -2.988 -1.609
H5 -4.575 -2.866 0.287
H6 -2.861 -3.411 1.996
H7 -3.558 -1.897 2.624
H8 -0.609 -2.442 2.026
H9 -1.307 -1.989 3.610
H10 -1.037 0.260 3.971
H11 -0.748 2.727 4.243
H12 -1.758 4.952 3.836
H13 -3.397 5.212 1.987
H14 -3.953 3.307 0.524
C17 5.853 -1.969 -0.767
C18 4.524 -2.316 -0.116
C19 3.337 -2.165 -1.055
O3 4.358 -1.610 1.122
P1 3.860 -0.098 1.371
S1 4.851 0.625 2.892
S2 1.873 -0.052 1.401
O4 4.367 0.579 -0.032
C20 3.712 1.693 -0.635
C21 4.374 1.887 -1.987
C22 3.797 2.939 0.229
H15 6.026 -2.632 -1.619
H16 6.666 -2.097 -0.052
H17 5.854 -0.938 -1.113
H18 4.567 -3.359 0.211
H19 3.308 -1.170 -1.499
H20 2.404 -2.315 -0.514
H21 3.412 -2.904 -1.857
H22 2.660 1.420 -0.775
H23 5.428 2.141 -1.855
H24 3.887 2.696 -2.536
H25 4.309 0.974 -2.580
H26 4.840 3.222 0.382
H27 3.350 2.765 1.208
H28 3.275 3.766 -0.262
N3 0.178 2.293 0.209
N4 -0.607 1.339 -0.521
H29 0.760 2.802 -0.449
H30 0.817 1.755 0.799
H31 -0.136 1.006 -1.360
H32 -1.473 1.784 -0.804
O5 -0.947 -2.798 -2.127
C23 -0.326 -2.739 -1.084
O6 -0.394 -1.864 -0.137
H33 0.407 -3.532 -0.832

Results of the Mulliken charge analysis, in e, for atoms 1 through 4: number 1, Fe, carries -0.025; number 2, O, carries -0.053; number 3, C, carries 0.268; number 4, C, carries -0.972

=====

(2)
Molecular formula: C23H33IN2O2PtSi
Method: DFT, wB97M-V/def2-TZVPD

The molecular weight comes out at 719.60 g/mol. Its total charge is +2. The calculation puts the total energy at -1862.04226 hartree.

Atoms and positions in Å:
Pt1 -0.137 1.117 -0.359
C1 3.173 -0.814 -3.108
C2 3.435 -0.883 -1.647
N1 4.443 -1.665 -1.233
C3 4.674 -1.656 0.081
C4 3.989 -0.906 1.075
C5 4.418 -1.075 2.521
O1 4.639 0.169 3.165
C6 2.949 -0.117 0.659
C7 2.216 0.689 1.650
N2 1.077 1.224 1.442
C8 0.452 1.929 2.559
C9 0.623 1.520 3.868
C10 -0.019 2.194 4.903
C11 -0.851 3.269 4.632
C12 -1.059 3.674 3.316
C13 -0.408 2.990 2.308
I1 -0.745 3.554 0.338
C14 2.636 -0.103 -0.735
O2 1.699 0.650 -1.229
H1 4.001 -1.268 -3.646
H2 3.009 0.205 -3.453
H3 2.260 -1.377 -3.335
H4 5.481 -2.303 0.413
H5 5.298 -1.716 2.569
H6 3.635 -1.588 3.081
H7 5.551 0.448 3.031
H8 2.706 0.830 2.610
H9 1.241 0.658 4.090
H10 0.125 1.863 5.922
H11 -1.360 3.785 5.435
H12 -1.718 4.502 3.096
C15 -3.089 1.284 -2.398
Si1 -2.022 0.345 -1.277
C16 -2.984 -0.456 0.068
C17 -2.153 -1.392 0.961
C18 -3.485 0.741 0.929
C19 -4.219 -1.209 -0.475
C20 -0.842 -1.093 -2.737
C21 -0.130 -0.156 -3.683
C22 0.043 -2.036 -1.958
C23 -2.090 -1.718 -3.280
H13 -3.794 0.632 -2.914
H14 -2.524 1.855 -3.135
H15 -3.682 1.988 -1.805
H16 -1.233 -0.919 1.324
H17 -1.882 -2.317 0.452
H18 -2.738 -1.673 1.842
H19 -2.669 1.328 1.358
H20 -4.065 0.339 1.765
H21 -4.142 1.418 0.379
H22 -3.959 -2.104 -1.037
H23 -4.856 -0.580 -1.100
H24 -4.829 -1.538 0.372
H25 0.635 0.445 -3.210
H26 -0.822 0.483 -4.232
H27 0.360 -0.807 -4.425
H28 0.790 -1.544 -1.351
H29 0.576 -2.639 -2.711
H30 -0.529 -2.726 -1.342
H31 -2.760 -1.021 -3.777
H32 -2.633 -2.327 -2.563
H33 -1.704 -2.402 -4.056

Results of the Mulliken charge analysis, in e, for atoms 1 through 4: number 1, Pt, carries 1.437; number 2, C, carries -0.914; number 3, C, carries 1.213; number 4, N, carries -0.592

=====

(3)
Molecular formula: C23H33N3NiOP
Method: DFT, wB97M-V/def2-TZVPD

The molecular weight comes out at 457.20 g/mol. Its total charge is +1. The calculation puts the total energy at -2985.23252 hartree.

Atoms and positions in Å:
Ni1 0.416 0.179 0.196
C1 3.607 1.359 -2.140
C2 2.324 1.228 -1.396
N1 1.851 0.120 -0.955
N2 2.459 -1.084 -1.084
C3 1.747 -1.966 -0.397
O1 0.672 -1.644 0.274
C4 2.184 -3.370 -0.373
C5 3.340 -3.767 -1.045
C6 3.735 -5.093 -1.009
C7 2.983 -6.025 -0.305
C8 1.833 -5.633 0.366
C9 1.433 -4.307 0.334
C10 1.416 2.349 -1.113
C11 1.611 3.637 -1.564
C12 0.623 4.589 -1.343
C13 -0.543 4.211 -0.705
C14 -0.656 2.908 -0.248
N3 0.309 2.007 -0.401
H1 3.986 0.373 -2.391
H2 4.352 1.877 -1.531
H3 3.460 1.935 -3.055
H4 3.915 -3.032 -1.590
H5 4.631 -5.402 -1.530
H6 3.294 -7.061 -0.281
H7 1.248 -6.361 0.911
H8 0.536 -3.988 0.846
H9 2.514 3.887 -2.103
H10 0.757 5.604 -1.690
H11 -1.356 4.905 -0.552
H12 -1.553 2.571 0.250
C15 0.345 -0.675 4.817
C16 0.545 -0.787 3.302
C17 2.007 -0.476 2.964
P1 -0.659 0.154 2.253
C18 -0.981 1.818 2.990
C19 -1.802 1.904 4.277
C20 0.334 2.600 3.116
C21 -2.257 -0.773 2.299
C22 -2.672 -1.356 3.651
C23 -2.276 -1.885 1.246
H13 0.983 -1.410 5.312
H14 -0.677 -0.862 5.132
H15 0.645 0.307 5.184
H16 0.340 -1.822 3.005
H17 2.287 0.519 3.314
H18 2.221 -0.540 1.900
H19 2.655 -1.193 3.472
H20 -1.582 2.299 2.216
H21 -1.327 1.384 5.107
H22 -2.810 1.512 4.148
H23 -1.893 2.955 4.558
H24 0.877 2.304 4.013
H25 0.127 3.669 3.199
H26 0.993 2.450 2.259
H27 -2.989 -0.015 1.993
H28 -2.015 -2.182 3.927
H29 -3.680 -1.763 3.561
H30 -2.677 -0.635 4.463
H31 -1.555 -2.665 1.493
H32 -2.042 -1.519 0.248
H33 -3.266 -2.342 1.224

Results of the Mulliken charge analysis, in e, for atoms 1 through 4: number 1, Ni, carries -0.619; number 2, C, carries -1.543; number 3, C, carries 1.194; number 4, N, carries 0.620

=====

- What is the formula in the first record?
  C23H33FeN4O6PS2

=====

Copy entry 2 word for word.
Molecular formula: C23H33IN2O2PtSi
Method: DFT, wB97M-V/def2-TZVPD

The molecular weight comes out at 719.60 g/mol. Its total charge is +2. The calculation puts the total energy at -1862.04226 hartree.

Atoms and positions in Å:
Pt1 -0.137 1.117 -0.359
C1 3.173 -0.814 -3.108
C2 3.435 -0.883 -1.647
N1 4.443 -1.665 -1.233
C3 4.674 -1.656 0.081
C4 3.989 -0.906 1.075
C5 4.418 -1.075 2.521
O1 4.639 0.169 3.165
C6 2.949 -0.117 0.659
C7 2.216 0.689 1.650
N2 1.077 1.224 1.442
C8 0.452 1.929 2.559
C9 0.623 1.520 3.868
C10 -0.019 2.194 4.903
C11 -0.851 3.269 4.632
C12 -1.059 3.674 3.316
C13 -0.408 2.990 2.308
I1 -0.745 3.554 0.338
C14 2.636 -0.103 -0.735
O2 1.699 0.650 -1.229
H1 4.001 -1.268 -3.646
H2 3.009 0.205 -3.453
H3 2.260 -1.377 -3.335
H4 5.481 -2.303 0.413
H5 5.298 -1.716 2.569
H6 3.635 -1.588 3.081
H7 5.551 0.448 3.031
H8 2.706 0.830 2.610
H9 1.241 0.658 4.090
H10 0.125 1.863 5.922
H11 -1.360 3.785 5.435
H12 -1.718 4.502 3.096
C15 -3.089 1.284 -2.398
Si1 -2.022 0.345 -1.277
C16 -2.984 -0.456 0.068
C17 -2.153 -1.392 0.961
C18 -3.485 0.741 0.929
C19 -4.219 -1.209 -0.475
C20 -0.842 -1.093 -2.737
C21 -0.130 -0.156 -3.683
C22 0.043 -2.036 -1.958
C23 -2.090 -1.718 -3.280
H13 -3.794 0.632 -2.914
H14 -2.524 1.855 -3.135
H15 -3.682 1.988 -1.805
H16 -1.233 -0.919 1.324
H17 -1.882 -2.317 0.452
H18 -2.738 -1.673 1.842
H19 -2.669 1.328 1.358
H20 -4.065 0.339 1.765
H21 -4.142 1.418 0.379
H22 -3.959 -2.104 -1.037
H23 -4.856 -0.580 -1.100
H24 -4.829 -1.538 0.372
H25 0.635 0.445 -3.210
H26 -0.822 0.483 -4.232
H27 0.360 -0.807 -4.425
H28 0.790 -1.544 -1.351
H29 0.576 -2.639 -2.711
H30 -0.529 -2.726 -1.342
H31 -2.760 -1.021 -3.777
H32 -2.633 -2.327 -2.563
H33 -1.704 -2.402 -4.056

Results of the Mulliken charge analysis, in e, for atoms 1 through 4: number 1, Pt, carries 1.437; number 2, C, carries -0.914; number 3, C, carries 1.213; number 4, N, carries -0.592

=====

- Number 3 is which compound?
  C23H33N3NiOP